[1]
Here is a cluster of 2 separate species, C4H5N3O2S in total from the Open Molecules 2025 dataset. Energies are from ωB97M-V with the def2-TZVPD basis set.

The geometry in XYZ format:
```
15
Properties=species:S:1:pos:R:3:nbo_charge:R:1
C 1.548 -0.272 0.801 0.241
C 0.126 -0.940 -1.031 0.079
C -1.249 -0.107 1.958 -0.116
C 0.732 0.161 -0.268 -0.124
N 2.287 -0.396 1.644 -0.281
N -0.657 -0.489 -2.056 -0.779
N 0.718 1.481 -0.543 0.476
O 0.921 2.257 0.372 -0.354
O 0.456 1.835 -1.711 -0.432
S 0.161 -2.481 -0.381 -0.124
H -1.496 -1.024 1.641 0.176
H -0.164 0.084 2.360 0.230
H -1.979 0.549 2.361 0.178
H -0.495 0.487 -2.383 0.427
H -0.907 -1.146 -2.766 0.403
```

## Properties
- LUMO level (alpha / beta) (eV) = -3.92 / -3.95
- frontier orbital gap (alpha / beta) (eV) = 5.10 / 5.05
- 2S+1 = 1
- energy above the lowest of the compared OMol25 structures with the same formula, charge and spin (kJ/mol) = 742.5
- HOMO energy (alpha / beta) (eV) = -9.014 / -8.997

---

[2]
Here is a cluster of 2 separate species, C2H10NO2 in total from the Open Molecules 2025 dataset. Energies are from ωB97M-V with the def2-TZVPD basis set.

The geometry in XYZ format:
```
15
Properties=species:S:1:pos:R:3:nbo_charge:R:1
C 1.667 -0.163 0.945 -0.088
O 0.641 -0.279 1.926 -0.743
C 0.911 -0.256 -0.377 -0.239
N -0.149 0.804 -0.405 -0.690
H 2.162 0.807 1.042 0.181
H 2.395 -0.974 1.030 0.214
H 1.034 -0.186 2.800 0.502
H 0.380 -1.212 -0.388 0.233
H 1.524 -0.138 -1.267 0.239
H -0.615 0.889 0.498 0.452
H 0.242 1.722 -0.603 0.430
H -0.855 0.620 -1.139 0.477
H -2.981 -0.303 -2.477 0.514
H -2.622 -0.697 -1.043 0.489
O -2.408 -0.061 -1.737 -0.973
```

## Properties
- LUMO level (eV) = -3.22
- frontier orbital gap (eV) = 11.96
- 2S+1 = 1
- energy above the lowest of the compared OMol25 structures with the same formula, charge and spin (kJ/mol) = 0.0
- HOMO energy (eV) = -15.175
- charge = +1

---

[3]
Here is a cluster of 2 separate species, C37H71F2N4O6P in total from the Open Molecules 2025 dataset. Energies are from ωB97M-V with the def2-TZVPD basis set.

The geometry in XYZ format:
```
121
Properties=species:S:1:pos:R:3:mulliken_charge:R:1
C -0.703 4.287 -0.080 -0.901
C 0.403 3.479 0.224 0.608
C 1.825 3.804 -0.086 -1.858
P 2.540 2.751 -1.583 0.901
C 1.682 1.117 -1.097 -0.763
C 2.270 -0.133 -1.795 -0.385
O 2.062 -1.250 -0.870 -0.570
C 1.455 -0.489 -3.052 -0.724
N 1.861 0.280 -4.249 -0.518
N 4.155 2.376 -0.809 0.316
C 4.176 1.510 0.261 0.515
O 4.660 0.411 0.209 -0.596
F 3.684 1.885 1.453 -0.252
C 5.229 2.217 -1.693 0.431
O 5.348 1.461 -2.591 -0.400
F 6.263 3.052 -1.419 -0.324
O 1.063 3.201 -2.432 0.438
C 1.293 4.255 -3.329 -0.271
C 0.673 4.077 -4.721 -1.213
C -0.871 4.185 -4.650 -0.783
C -1.545 2.786 -4.780 -1.479
C -2.188 2.316 -3.454 1.004
C -3.336 3.214 -2.953 -0.592
C -4.263 2.495 -1.961 -1.638
C -3.499 1.949 -0.712 2.331
C -3.699 2.908 0.477 -0.941
C -3.137 2.392 1.834 -1.441
C -1.790 1.609 1.733 1.784
C -1.886 0.084 2.028 -0.775
C -1.863 -0.819 0.772 0.164
C -0.716 -0.520 -0.222 1.879
C -0.716 -1.636 -1.316 -1.105
C -1.660 -1.260 -2.491 -0.751
C 2.832 4.554 -3.394 -0.159
N 3.215 5.891 -3.880 -0.722
C 2.698 6.808 -3.253 0.764
O 1.987 7.644 -2.841 -0.462
O 3.294 4.247 -2.096 -0.749
H -1.326 4.089 -0.958 0.326
H -0.918 5.138 0.576 0.091
H 0.209 2.513 0.726 0.094
H 2.508 3.811 0.782 0.288
H 1.822 4.829 -0.474 0.562
H 2.853 2.108 -2.818 0.168
H 0.671 1.230 -1.510 0.204
H 1.530 0.986 -0.015 0.544
H 3.347 -0.066 -1.990 0.997
H 2.950 -1.525 -0.616 0.409
H 0.378 -0.333 -2.894 -0.406
H 1.553 -1.563 -3.288 0.531
H 1.055 0.720 -4.681 0.073
H 2.196 -0.365 -4.957 0.314
H 0.725 5.100 -2.881 0.570
H 1.018 3.175 -5.245 0.276
H 1.024 4.932 -5.326 0.422
H -1.295 4.833 -5.428 0.483
H -1.172 4.623 -3.688 0.399
H -2.353 2.836 -5.527 0.466
H -0.836 2.019 -5.124 0.440
H -1.375 2.349 -2.704 -0.966
H -2.487 1.257 -3.522 0.532
H -2.921 4.095 -2.439 0.292
H -3.913 3.601 -3.810 0.409
H -4.985 3.236 -1.580 0.499
H -4.881 1.713 -2.428 0.374
H -2.428 1.942 -0.959 -1.520
H -3.801 0.919 -0.480 0.122
H -4.791 3.004 0.611 0.534
H -3.293 3.906 0.276 0.322
H -3.880 1.813 2.404 0.323
H -2.937 3.288 2.443 0.305
H -1.135 2.031 2.511 0.660
H -1.296 1.828 0.781 -2.225
H -1.109 -0.197 2.759 0.078
H -2.844 -0.093 2.544 0.479
H -1.712 -1.859 1.124 -0.836
H -2.855 -0.818 0.302 0.430
H 0.261 -0.449 0.276 -0.213
H -0.970 0.415 -0.738 -0.034
H -1.128 -2.541 -0.843 0.514
H 0.297 -1.850 -1.681 0.098
H -2.703 -1.303 -2.154 0.373
H -1.435 -0.226 -2.784 -0.447
H -1.500 -1.933 -3.342 0.366
H 3.355 3.877 -4.090 0.469
C -2.106 -4.948 1.628 -1.111
C -1.740 -5.603 2.955 -0.373
C -1.614 -4.619 4.116 -0.978
C -0.529 -3.553 4.088 -0.468
N 0.918 -3.984 4.021 0.446
C 1.385 -4.366 2.630 -1.109
C 1.467 -3.058 1.864 0.425
C 1.863 -2.008 2.901 -0.481
C 1.756 -2.706 4.251 -0.793
C 1.320 -4.970 5.100 -0.663
C 1.105 -6.464 4.817 -0.478
C 0.003 -7.144 5.640 -1.270
H -1.427 -4.135 1.368 -0.035
H -2.062 -5.683 0.823 0.423
H -3.121 -4.550 1.659 0.454
H -0.834 -6.199 2.835 0.140
H -2.523 -6.323 3.208 0.437
H -1.551 -5.163 5.060 0.373
H -2.563 -4.076 4.186 0.611
H -0.619 -2.988 5.016 0.311
H -0.700 -2.849 3.273 0.213
H 2.370 -4.822 2.740 0.477
H 0.703 -5.075 2.174 0.521
H 0.504 -2.801 1.420 -0.872
H 2.177 -3.116 1.042 0.780
H 1.207 -1.139 2.850 0.120
H 2.877 -1.645 2.740 0.548
H 1.289 -2.107 5.029 0.422
H 2.744 -3.017 4.583 0.302
H 0.850 -4.638 6.026 0.538
H 2.394 -4.836 5.219 0.358
H 2.035 -6.959 5.104 0.550
H 0.984 -6.685 3.758 0.288
H -0.151 -6.653 6.602 0.343
H 0.268 -8.183 5.838 0.362
H -0.947 -7.171 5.108 0.239
```

## Properties
- LUMO level (eV) = -0.63
- frontier orbital gap (eV) = 5.04
- 2S+1 = 1
- HOMO energy (eV) = -5.673

---

[4]
Here is a structure of composition C49H55ClLaN2O5P2Si2 from the Open Molecules 2025 dataset. Energies are from ωB97M-V with the def2-TZVPD basis set.

The geometry in XYZ format:
```
117
Properties=species:S:1:pos:R:3:mulliken_charge:R:1
La -0.647 0.275 0.487 1.400
C -1.876 -2.812 -2.722 -0.818
Si -0.506 -3.303 -1.547 0.349
C 0.543 -4.508 -2.548 -1.230
C -1.250 -4.373 -0.204 -1.007
N 0.295 -1.862 -1.052 0.743
P 1.682 -1.659 -0.248 1.481
C 1.921 -0.125 0.416 -1.739
P 2.023 1.163 -0.674 1.772
N 0.581 1.658 -1.266 0.545
Si 0.164 2.762 -2.517 0.568
C -0.823 4.200 -1.858 -0.939
C 1.538 3.620 -3.476 -1.248
C -0.847 1.833 -3.800 -1.096
C 2.748 2.574 0.256 -0.090
C 3.201 3.727 -0.392 0.039
C 3.640 4.828 0.332 -0.980
C 3.618 4.793 1.723 -0.607
C 3.171 3.652 2.375 -0.756
C 2.748 2.544 1.647 -0.739
C 3.184 0.947 -2.074 0.316
C 2.697 0.474 -3.294 0.181
C 3.549 0.300 -4.377 -0.947
C 4.903 0.582 -4.247 -0.655
C 5.403 1.021 -3.027 -0.864
C 4.547 1.197 -1.946 -0.532
C 3.158 -2.236 -1.186 0.506
C 3.130 -2.567 -2.531 -0.074
C 4.291 -2.963 -3.193 -0.932
C 5.495 -3.018 -2.509 -0.633
C 5.542 -2.659 -1.162 -0.807
C 4.384 -2.263 -0.511 -1.009
C 1.742 -2.840 1.173 0.170
C 2.058 -4.188 0.992 -0.164
C 1.995 -5.088 2.048 -0.655
C 1.614 -4.650 3.311 -0.653
C 1.308 -3.310 3.508 -0.641
C 1.379 -2.412 2.449 -0.529
H -2.604 -3.630 -2.815 0.282
H -2.413 -1.928 -2.366 -0.117
H -1.473 -2.597 -3.719 0.307
H -0.003 -5.458 -2.613 0.505
H 0.706 -4.143 -3.570 0.268
H 1.522 -4.719 -2.111 0.269
H -2.299 -4.118 -0.029 0.320
H -1.206 -5.423 -0.515 0.474
H -0.726 -4.277 0.750 0.091
H -0.144 4.901 -1.357 0.392
H -1.339 4.743 -2.662 0.335
H -1.559 3.874 -1.128 -0.032
H 1.773 4.592 -3.028 0.297
H 2.464 3.049 -3.563 0.222
H 1.171 3.802 -4.493 0.508
H -1.197 0.876 -3.400 0.042
H -1.720 2.408 -4.134 0.380
H -0.235 1.618 -4.684 0.423
H 3.226 3.764 -1.474 0.409
H 3.995 5.712 -0.186 0.419
H 3.953 5.652 2.293 0.380
H 3.154 3.616 3.459 0.441
H 2.407 1.646 2.148 0.317
H 1.640 0.242 -3.388 0.437
H 3.157 -0.066 -5.319 0.403
H 5.572 0.449 -5.091 0.378
H 6.462 1.225 -2.915 0.361
H 4.940 1.538 -0.994 0.534
H 2.193 -2.497 -3.069 0.660
H 4.252 -3.217 -4.247 0.405
H 6.400 -3.323 -3.023 0.361
H 6.483 -2.681 -0.626 0.404
H 4.417 -1.966 0.531 0.448
H 2.352 -4.544 0.011 0.187
H 2.242 -6.130 1.885 0.414
H 1.564 -5.348 4.138 0.376
H 1.021 -2.954 4.492 0.455
H 1.178 -1.361 2.627 0.184
O -4.023 -2.396 1.087 -0.712
Cl -3.005 -1.398 1.116 1.384
O -3.358 -0.265 1.947 -0.461
O -1.719 -1.915 1.583 -0.485
O -2.754 -0.877 -0.254 -0.921
C -0.433 0.970 2.848 -1.164
C -0.218 1.004 4.053 0.098
C 0.047 1.001 5.468 0.401
C 0.621 2.110 6.096 -0.301
C 0.883 2.099 7.460 -0.550
C 0.582 0.978 8.224 -0.374
C 0.007 -0.130 7.612 -0.664
C -0.259 -0.119 6.250 -0.258
H 0.856 2.981 5.497 0.469
H 1.329 2.969 7.927 0.372
H 0.790 0.969 9.287 0.367
H -0.235 -1.008 8.199 0.373
H -0.710 -0.977 5.768 0.495
C -8.343 -0.510 -1.081 -1.609
C -7.147 0.318 -0.688 0.608
C -7.034 0.828 0.601 -0.850
C -5.904 1.518 1.009 1.156
C -5.820 1.990 2.445 -1.892
C -4.851 1.699 0.093 1.157
C -3.605 2.259 0.629 -0.899
O -2.502 2.149 0.126 -0.217
C -4.955 1.219 -1.223 1.348
C -3.879 1.385 -2.264 -1.119
C -6.114 0.545 -1.587 -1.039
H -9.245 -0.187 -0.558 0.399
H -8.169 -1.557 -0.821 0.278
H -8.526 -0.463 -2.154 0.383
H -7.841 0.668 1.311 0.329
H -6.777 1.830 2.940 0.396
H -5.580 3.051 2.518 0.428
H -5.060 1.435 3.001 0.326
H -3.675 2.788 1.588 0.246
H -3.278 2.279 -2.123 0.139
H -4.331 1.413 -3.256 0.531
H -3.193 0.535 -2.242 -0.221
H -6.201 0.172 -2.603 0.387
```

## Properties
- LUMO level (eV) = 1.81
- frontier orbital gap (eV) = 6.58
- 2S+1 = 1
- energy above the lowest of the compared OMol25 structures with the same formula, charge and spin (kJ/mol) = 0.0
- HOMO energy (eV) = -4.770
- charge = -1